(1)
Computed, not measured: 2 unconnected molecules or ions with the total composition C22H48NO4 in a non-equilibrium geometry, with ωB97M-V/def2-TZVPD.

Computed properties:
LUMO (eV): -2.87
HOMO (eV): -11.86
Maximum force (eV/A): 3.3
Frontier orbital gap (eV): 8.9932
Total charge: +1

Each atom is followed by the atoms it is bonded to, with distances in Å.
Atoms and positions in Å:
1 C -3.778 0.541 -1.645  C2 1.644, H23 1.174, H24 1.194, H25 1.192
2 C -2.620 0.926 -2.746  C1 1.644, C3 1.651, H26 1.175, H27 1.193
3 C -1.282 -0.039 -2.689  C2 1.651, O4 1.464, H28 1.169, H29 1.193
4 O -0.040 0.598 -3.129  C3 1.464, C5 1.471
5 C 0.763 1.134 -2.020  O4 1.471, C6 1.673, O22 1.470, H30 1.196
6 C 1.451 -0.054 -1.065  C5 1.673, N7 1.513, H31 1.189, H32 1.167
7 N 1.964 0.663 0.164  C6 1.513, C8 1.543, H33 1.065, H34 1.051
8 C 0.755 1.061 1.038  N7 1.543, C9 1.644, C11 1.637, C21 1.672
9 C 0.011 -0.232 1.731  C8 1.644, C10 1.639, H35 1.188, H36 1.194
10 C 1.021 -1.370 2.341  C9 1.639, H37 1.192, H38 1.187, H39 1.182
11 C 1.224 2.234 2.079  C8 1.637, C12 1.636, H40 1.176, H41 1.194
12 C 1.757 1.717 3.537  C11 1.636, C13 1.635, H42 1.186, H43 1.193
13 C 0.598 1.400 4.646  C12 1.635, C14 1.638, H44 1.193, H45 1.193
14 C -0.550 2.555 4.819  C13 1.638, C15 1.660, H46 1.194, H47 1.170
15 C -1.886 2.321 3.863  C14 1.660, C16 1.644, H48 1.189, H49 1.181
16 C -2.778 1.004 4.280  C15 1.644, C17 1.658, H50 1.179, H51 1.193
17 C -3.991 0.654 3.205  C16 1.658, C18 1.647, H52 1.193, H53 1.186
18 C -3.716 -0.702 2.312  C17 1.647, O19 1.472, H54 1.193, H55 1.180
19 O -3.579 -1.913 3.138  C18 1.472, C20 1.476
20 C -3.491 -3.135 2.316  O19 1.476, H56 1.186, H57 1.181, H58 1.188
21 C -0.399 1.754 0.047  C8 1.672, O22 1.466, H59 1.194, H60 1.194
22 O 0.126 2.208 -1.244  C5 1.470, C21 1.466
23 H -3.744 -0.569 -1.265  C1 1.174
24 H -3.790 1.309 -0.730  C1 1.194
25 H -4.840 0.686 -2.166  C1 1.192
26 H -2.286 2.035 -2.544  C2 1.175
27 H -3.112 0.787 -3.824  C2 1.193
28 H -1.256 -0.534 -1.630  C3 1.169
29 H -1.499 -0.925 -3.458  C3 1.193
30 H 1.710 1.647 -2.540  C5 1.196
31 H 2.358 -0.471 -1.711  C6 1.189
32 H 0.737 -0.954 -0.860  C6 1.167
33 H 2.454 1.538 -0.194  N7 1.065
34 H 2.697 0.141 0.706  N7 1.051
35 H -0.802 0.130 2.517  C9 1.188
36 H -0.622 -0.780 0.879  C9 1.194
37 H 0.376 -2.357 2.513  C10 1.192
38 H 1.882 -1.693 1.590  C10 1.187
39 H 1.455 -1.096 3.406  C10 1.182
40 H 0.431 3.081 2.269  C11 1.176
41 H 2.150 2.786 1.565  C11 1.194
42 H 2.502 0.817 3.329  C12 1.186
43 H 2.430 2.591 3.992  C12 1.193
44 H 0.067 0.342 4.505  C13 1.193
45 H 1.153 1.317 5.699  C13 1.193
46 H -0.059 3.573 4.433  C14 1.194
47 H -0.918 2.739 5.914  C14 1.170
48 H -2.590 3.278 3.831  C15 1.189
49 H -1.495 2.183 2.756  C15 1.181
50 H -3.235 1.194 5.350  C16 1.179
51 H -2.121 0.010 4.339  C16 1.193
52 H -5.022 0.462 3.772  C17 1.193
53 H -4.068 1.556 2.438  C17 1.186
54 H -4.622 -0.831 1.545  C18 1.193
55 H -2.764 -0.521 1.639  C18 1.180
56 H -2.411 -3.251 1.839  C20 1.186
57 H -3.647 -4.075 3.014  C20 1.181
58 H -4.317 -3.197 1.463  C20 1.188
59 H -0.872 2.720 0.565  C21 1.194
60 H -1.332 1.026 -0.112  C21 1.194
61 C 1.998 -1.660 -5.279  C62 1.520, H66 1.097, H67 1.095, H68 1.092
62 C 3.227 -1.105 -4.577  C61 1.520, O63 1.426, H69 1.094, H70 1.094
63 O 4.114 -2.115 -4.102  C62 1.426, C64 1.426
64 C 4.664 -2.989 -5.085  O63 1.426, C65 1.519, H71 1.095, H72 1.095
65 C 5.480 -2.269 -6.145  C64 1.519, H73 1.092, H74 1.095, H75 1.096
66 H 1.443 -2.329 -4.610  C61 1.097
67 H 1.337 -0.845 -5.591  C61 1.095
68 H 2.262 -2.234 -6.170  C61 1.092
69 H 2.902 -0.536 -3.700  C62 1.094
70 H 3.764 -0.402 -5.219  C62 1.094
71 H 3.872 -3.594 -5.538  C64 1.095
72 H 5.318 -3.687 -4.551  C64 1.095
73 H 4.876 -1.561 -6.716  C65 1.092
74 H 5.910 -2.989 -6.849  C65 1.095
75 H 6.296 -1.703 -5.681  C65 1.096

***

(2)
Computed, not measured: 2 unconnected molecules or ions with the total composition C4H7NOS in a non-equilibrium geometry, with ωB97M-V/def2-TZVPD.

Computed properties:
LUMO (eV): 0.03
HOMO (eV): -7.98
Maximum force (eV/A): 4.3
Frontier orbital gap (eV): 8.0072
Energy relative to the best compared isomer or geometry (same formula, charge and spin) (kJ/mol): 287.8

Each atom is followed by the atoms it is bonded to, with distances in Å.
Atoms and positions in Å:
1 C -0.722 -0.173 -0.016  C2 1.362, H5 1.062, H6 1.080
2 C -0.526 -1.463 0.376  C1 1.362, N3 1.377, O4 1.403
3 N -0.700 -2.566 -0.429  C2 1.377, H7 1.066, H8 1.071
4 O -0.325 -1.881 1.700  C2 1.403, H9 0.978
5 H -0.664 0.632 0.674  C1 1.062
6 H -0.757 0.044 -1.074  C1 1.080
7 H -0.472 -2.361 -1.451  N3 1.066
8 H -0.370 -3.504 -0.032  N3 1.071
9 H -0.448 -1.008 2.123  O4 0.978
10 C 2.342 2.283 -0.556  C11 1.318, H13 1.111, H14 1.011
11 C 2.101 1.082 -1.041  C10 1.318, S12 1.579
12 S 2.015 -0.453 -1.405  C11 1.579
13 H 1.673 2.550 0.290  C10 1.111
14 H 2.884 2.899 -1.145  C10 1.011